90
Properties=species:S:1:pos:R:3:forces:R:3 method="wB97M-V/def2-TZVPD" smiles=COCCNCCOC.COCCNCCOC.COCCNCCOC.O.O.O.O.O.O largest_force_ev_per_a=3.1 homo_energy_ha=-0.305 e_tot_ev=-48622.6571
O -9.358 25.031 3.551 -0.833 1.104 -0.581
O -4.256 22.847 6.375 1.002 1.749 -0.299
O 9.966 16.483 22.331 -0.755 -0.221 -0.833
O 3.257 15.489 5.002 0.023 0.197 0.159
O -0.596 23.221 -1.631 -0.858 1.502 0.644
O 8.381 20.943 7.803 -0.198 0.111 0.160
O 4.296 20.568 7.851 -0.254 0.090 0.014
O 7.297 16.810 6.453 0.055 0.206 0.207
O 0.185 17.012 7.924 -0.197 0.035 0.154
O 2.057 25.110 1.058 1.164 0.214 -0.314
O 5.956 21.015 13.824 -0.083 0.159 0.140
O 7.790 16.799 15.277 -1.034 -1.676 0.576
N 0.648 25.820 -1.444 0.178 -1.455 0.236
N 8.048 16.211 19.039 1.687 -2.453 0.147
N -6.826 23.557 5.698 -1.638 -1.520 0.823
C -0.775 22.241 -2.617 -0.554 0.562 -0.966
C 9.297 16.229 19.926 -2.305 0.710 1.230
C 8.992 15.763 21.438 2.222 1.159 -0.466
C 1.414 26.356 0.972 -0.894 0.001 -1.523
C 2.375 24.687 2.368 -0.343 -0.066 -0.146
C -2.994 22.806 7.012 0.216 -0.210 -0.008
C -5.284 22.247 7.076 -0.008 -2.121 -0.107
C -7.711 23.466 4.512 1.715 2.579 -0.113
C -0.775 25.639 -1.241 -0.203 0.223 0.960
C 6.873 16.364 14.234 -0.021 -0.152 0.258
C -7.975 24.980 4.014 -2.512 -1.125 1.112
C 1.304 26.801 -0.614 -0.519 -0.243 2.671
C -10.093 26.347 3.494 2.026 -1.484 -0.060
C -6.481 22.178 6.159 0.860 2.273 -0.747
C -1.347 24.446 -1.967 1.192 -0.081 -0.545
C 8.429 16.581 17.668 -0.359 2.031 0.758
C 7.535 16.034 16.547 0.877 1.367 0.118
C 10.392 15.764 23.482 -0.761 -0.186 -0.105
H 7.031 15.895 6.363 -0.113 -0.226 0.031
H -0.980 25.401 -0.198 -0.201 0.538 0.539
H 3.206 25.193 2.859 0.324 0.408 -0.418
H -1.842 22.091 -2.782 -0.211 -0.152 -0.184
H -11.162 26.175 3.369 0.202 -0.432 0.444
H 4.416 19.631 7.699 0.027 -0.248 -0.062
H -7.271 25.355 3.271 0.061 -0.245 -0.103
H 3.084 14.637 5.404 -0.057 -0.220 0.123
H 7.817 14.983 16.620 -0.460 -0.383 -1.292
H 0.349 16.152 7.536 0.008 -0.202 -0.113
H -1.277 26.561 -1.537 -0.445 -0.121 0.028
H 6.700 17.026 13.386 0.747 1.056 0.472
H -0.339 22.664 -3.522 0.001 -0.418 -0.473
H -7.971 25.600 4.910 0.533 0.136 0.121
H -6.079 21.693 5.270 -0.297 -0.818 -0.079
H -0.348 21.255 -2.434 0.344 0.383 0.671
H 5.863 16.232 14.622 0.020 -0.350 0.317
H -1.258 24.713 -3.020 0.123 -0.687 -0.440
H -7.326 21.647 6.596 -0.011 0.116 -0.077
H 6.264 20.136 14.043 0.118 -0.232 0.127
H 5.942 21.032 12.867 -0.017 0.059 -0.253
H 9.204 14.698 21.523 -0.377 -0.059 0.086
H 1.807 27.135 1.625 0.770 0.164 -0.272
H 2.640 23.634 2.281 -0.263 0.018 0.241
H 10.774 16.373 24.302 0.393 0.794 -0.676
H 3.498 15.283 4.099 0.033 0.006 -0.263
H -7.201 22.951 3.698 0.015 -0.326 -0.247
H 7.991 16.040 21.771 -0.050 -0.186 -0.188
H 9.537 15.331 24.002 -0.167 -0.735 -0.303
H -2.700 23.778 7.409 0.017 0.211 -0.313
H 2.307 26.971 -1.004 -0.100 0.238 0.135
H 7.241 16.744 19.331 0.480 0.190 0.518
H 7.563 17.071 5.571 0.051 0.082 -0.232
H 8.290 20.018 7.574 -0.028 -0.318 -0.016
H 6.494 16.188 16.833 -0.114 -0.196 -0.134
H 1.519 24.872 3.017 -0.272 -0.443 0.184
H 0.973 17.519 7.727 0.190 0.181 -0.060
H 7.198 15.476 13.693 0.189 -0.512 0.607
H 9.667 17.253 19.975 0.134 0.223 0.246
H -4.906 21.225 7.098 -0.567 -0.680 1.021
H 9.487 16.359 17.528 -0.164 -0.213 -0.274
H -6.016 24.160 5.689 -0.026 -0.200 -0.668
H 5.181 20.902 8.001 0.298 0.157 0.030
H 0.926 24.955 -1.002 1.107 -0.695 -0.714
H -9.794 26.930 2.623 0.319 -0.058 -0.114
H 0.677 27.693 -0.590 0.384 0.417 -0.199
H -9.831 26.916 4.386 -0.335 0.016 0.140
H -2.411 24.413 -1.733 -0.076 -0.610 0.150
H 0.430 26.172 1.403 -0.646 0.304 -0.266
H 8.343 17.663 17.765 0.352 0.491 -1.233
H 10.110 15.657 19.479 -0.434 -0.371 -0.026
H 9.026 21.282 7.183 0.157 0.150 -0.132
H -2.927 22.134 7.868 -0.485 -0.304 0.059
H -8.583 22.876 4.795 -0.283 0.583 -0.140
H -2.276 22.419 6.289 0.157 0.347 -0.045
H 11.156 15.039 23.202 -0.120 -0.310 0.179
H -5.444 22.610 8.091 -0.122 0.408 -0.020